Record 1
{
  "formula": "C34H34BN8O3Os",
  "method": "ωB97M-V/def2-TZVPD",
  "symbols": ["H", "H", "C", "N", "H", "H", "C", "H", "Os", "C", "C", "C", "H", "C", "H", "H", "C", "C", "H", "C", "C", "H", "B", "C", "H", "C", "C", "O", "N", "C", "N", "O", "H", "H", "H", "H", "C", "N", "C", "H", "C", "H", "N", "H", "C", "N", "H", "H", "C", "C", "H", "H", "C", "C", "C", "H", "O", "C", "C", "C", "C", "C", "C", "H", "H", "H", "H", "C", "H", "C", "H", "H", "H", "C", "H", "C", "N", "H", "H", "C", "N"],
  "xyz": [[-2.1895, -0.8678, -1.8625], [0.7376, -0.8793, -2.0536], [5.6215, 1.4593, 1.5533], [-1.0864, -2.2285, 2.0219], [2.7632, -0.5655, -0.0202], [1.1833, -0.3264, 6.4382], [3.4329, 0.4579, 1.7384], [-4.4107, 2.1918, 2.3399], [0.0801, 0.0890, 0.3302], [1.9715, -3.1086, -0.8697], [-1.1239, 0.9302, -2.3798], [0.9754, -0.3485, 4.3299], [-0.1261, 3.2283, -2.0855], [2.8735, -3.5585, -1.8210], [-4.6351, 0.6058, 4.5053], [3.8194, -3.0472, -1.9537], [-3.2252, 4.8230, -0.6746], [-1.2593, -0.5604, -2.3423], [4.3852, 1.5896, 3.2942], [2.2629, 0.1380, 2.5794], [1.3600, -5.3327, -2.3937], [-3.6429, 1.0644, -1.4038], [-1.1540, -1.0776, 3.0258], [-2.8724, 3.8839, 0.2842], [3.0900, 0.2066, 4.6254], [-0.1769, -3.3384, 0.4079], [-3.1261, 0.5379, 3.0232], [-1.4436, 1.6206, -3.3228], [-0.3529, -2.0883, 0.8943], [-3.8400, 3.0537, -2.1783], [-2.0447, -0.0023, 2.4556], [1.9711, 3.5748, -0.4485], [-0.4966, -5.3753, -1.3303], [-1.5483, -1.4733, 4.0796], [6.6313, 1.2021, -0.3224], [1.1188, -6.2083, -2.9830], [-3.7161, 0.0576, 4.3098], [-1.7486, 0.6151, 1.2595], [-1.4538, -3.5046, 2.2113], [-4.2255, 2.7201, -3.1325], [-3.4826, 2.1179, -1.2189], [-2.4959, 4.2037, 1.2490], [-0.5579, 1.3380, -1.2245], [-3.9874, 5.1385, -2.6561], [0.7513, -3.7510, -0.6756], [-0.1247, -1.0099, -1.5284], [-1.2382, -0.9683, -3.3489], [-3.1313, 5.8791, -0.4543], [-0.9061, -4.2402, 1.1815], [2.2550, 0.0514, 3.9618], [-0.2060, -2.0028, -1.3511], [4.7781, -0.0925, -1.3337], [2.5701, -4.6794, -2.5834], [-3.5544, 1.5516, 2.2025], [-2.9658, 2.5222, 0.0012], [-0.4569, 0.0241, 5.8760], [1.2113, 1.6447, 0.4001], [3.5660, 0.0038, 0.4304], [1.1073, 2.7580, -0.4054], [4.4776, 1.1915, 2.2913], [-2.2839, -3.9752, 3.3611], [4.6993, 0.2669, -0.3144], [0.4551, -4.8718, -1.4490], [-2.4694, -5.0419, 3.2559], [-0.9703, -5.3081, 1.0476], [-3.9530, -1.0056, 4.2669], [-1.7803, -3.8076, 4.3137], [5.7387, 0.9942, 0.2526], [3.2803, -5.0495, -3.3119], [-3.7028, 4.4070, -1.9098], [-3.0380, 0.2138, 5.1499], [6.4215, 2.0395, 1.9955], [-3.2445, -3.4598, 3.3931], [-2.7078, 1.5637, 1.0994], [-0.8931, 3.3049, -0.4986], [0.4296, -0.5851, 5.6986], [1.0182, -0.1823, 2.1294], [0.1521, -1.6308, 5.8415], [2.2287, -2.2744, -0.2343], [-0.1878, 2.7433, -1.1189], [0.2551, -0.4872, 3.2170]],
  "relative_energy_ev": 0.0000,
  "spin_multiplicity": 1,
  "charge": 1
}



Record 2
{
  "formula": "C29H61BrClN4O4S",
  "method": "ωB97M-V/def2-TZVPD",
  "symbols": ["H", "H", "C", "C", "C", "H", "H", "H", "H", "N", "H", "C", "H", "H", "H", "C", "N", "C", "H", "H", "H", "C", "H", "H", "C", "C", "C", "H", "C", "C", "H", "O", "H", "C", "Br", "H", "H", "H", "H", "H", "N", "C", "H", "O", "H", "C", "H", "C", "H", "C", "H", "H", "C", "H", "H", "H", "H", "H", "O", "H", "H", "H", "H", "H", "H", "H", "N", "H", "C", "C", "C", "H", "H", "H", "H", "C", "S", "C", "O", "C", "H", "C", "Cl", "H", "H", "H", "H", "H", "H", "H", "H", "C", "C", "H", "C", "H", "H", "H", "H", "H", "C"],
  "xyz": [[-3.1983, 2.7390, -1.5366], [9.2738, 0.4820, -1.1516], [8.8536, -0.5777, -0.8722], [11.5434, -1.1323, -1.0252], [12.1877, -1.4004, 0.4642], [2.0542, 3.4847, 1.0121], [-7.0350, 5.8397, 3.9332], [-2.1741, -2.1233, -2.4391], [9.8656, -2.5895, -0.4309], [-5.5212, -2.5166, -0.9687], [11.5150, 0.0467, -1.1732], [-3.1958, 0.3663, -1.5753], [12.2555, -1.6074, -1.8233], [-0.5851, 0.8495, -1.5947], [-6.5467, 3.0967, 2.8672], [-6.0260, 3.8182, 2.2308], [-7.4459, -2.0092, 0.2428], [-8.2334, 4.4671, 1.5639], [-5.6335, 4.6429, 2.8285], [-2.7189, 1.9117, 0.1790], [-2.5486, -0.4657, -1.0150], [7.4919, -0.8098, -1.7802], [4.2192, 0.5326, 1.1736], [-0.9375, 2.4993, -2.4545], [5.5816, 0.6747, -0.6603], [-0.1563, 2.7171, -0.3186], [-2.6820, 1.8130, -0.9928], [2.6184, 1.8767, 1.9476], [-4.3079, -2.5862, -3.3460], [-2.6506, -2.3955, -3.4728], [-7.8570, -2.3510, 2.1297], [-8.3115, -2.1532, 1.2593], [-7.0303, -0.1138, -0.5606], [-8.1141, 5.7128, 3.8087], [-6.4247, 0.2334, 2.0457], [7.4571, 0.0550, -2.5881], [5.5165, 1.1763, -1.7383], [0.0804, 1.5300, 1.6590], [12.7864, -3.4472, -0.4814], [-4.5807, -3.3119, -4.2545], [-7.9442, 6.9399, 1.7068], [-8.5502, 5.7625, 2.3464], [-2.1700, -3.3158, -4.0140], [-6.0002, -6.1200, 3.4086], [-8.3154, 7.0236, 0.7596], [-5.0830, -1.1975, -0.4350], [7.6219, -1.8316, -2.3626], [13.0429, -2.8133, 0.4740], [-3.7883, -3.7653, -1.4656], [-6.3467, -3.0893, 0.1259], [15.2662, -3.4257, 0.7740], [-9.6393, 5.8913, 2.3394], [-6.5267, -0.7680, 0.3022], [-5.4330, 0.1440, -2.3783], [-4.8751, -1.5741, -3.5953], [-8.5945, 6.5205, 4.3760], [-2.5215, -1.4762, -4.2235], [-7.0087, -4.3709, 1.7281], [-4.1071, -7.3448, 2.3222], [-5.2016, 1.0560, -0.7466], [-5.1728, 3.3161, 1.7652], [0.8287, 0.6290, 0.1131], [-2.9622, 0.3226, -2.7244], [14.9758, -2.3516, -0.7681], [-8.5894, 3.5772, 2.0963], [6.3260, 1.2732, 0.0452], [-6.2986, -4.1616, 0.9636], [-3.7428, -5.0991, 3.2016], [6.1348, -0.8599, -0.8469], [4.0785, 0.5747, -0.0061], [10.0019, -1.7105, -1.1958], [0.6549, 3.4299, -0.8261], [14.9405, -1.5038, 0.9651], [-8.4031, 4.7643, 4.2724], [11.3192, -1.4406, 1.2704], [-4.7754, -3.3059, -1.9549], [-4.7133, -5.9014, 2.5226], [0.6932, 1.6714, 0.6498], [-6.8583, 4.3216, 1.1970], [3.1336, 1.8716, -0.3672], [-4.1870, -4.4828, 0.5531], [2.1840, 2.3054, 0.9246], [-5.9085, -4.7228, -2.4963], [-8.7870, 4.5026, 0.6179], [12.8267, -3.4612, 1.4480], [9.9338, -2.1326, -2.2948], [5.3167, -1.5643, -1.3154], [8.6111, -0.6119, 0.2896], [-6.9525, 6.7282, 1.5587], [-0.8734, 3.4055, 0.3059], [2.4437, 1.5916, -1.2966], [-5.1480, -5.1266, 0.8303], [14.6753, -2.4743, 0.3672], [3.8543, 2.7504, -0.6889], [-1.0707, 1.9256, -1.4260], [12.9230, -0.5086, 0.6951], [3.5312, -0.3937, -0.3831], [6.3797, -1.3207, 0.2241], [-5.3548, -5.9812, 0.0566], [-4.3483, -1.1771, 0.4999], [-4.8311, 0.1112, -1.3761]],
  "relative_energy_ev": 13.6012,
  "spin_multiplicity": 1,
  "charge": 1
}



Record 3
{
  "formula": "C4H11NO2",
  "method": "ωB97M-V/def2-TZVPD",
  "symbols": ["C", "C", "H", "H", "C", "H", "N", "H", "H", "H", "H", "H", "C", "O", "H", "O", "H", "H"],
  "xyz": [[-1.4339, 0.0643, 1.5570], [1.1794, -0.7081, -1.0408], [-2.0747, 1.9235, 1.8485], [0.3079, -1.7297, 0.5955], [0.0269, -0.9697, -0.1109], [-0.0973, -0.1579, -2.6618], [-0.3005, 0.2426, 0.6301], [-1.9852, -0.8189, 1.2905], [-1.0028, -0.0564, 2.5253], [-0.8664, -1.2964, -0.6666], [-0.5076, 1.0468, 0.0533], [1.8872, 0.5290, 0.3005], [0.8193, 0.2129, -2.2017], [2.2732, -0.1568, -0.2734], [1.6438, -1.6162, -1.4110], [-2.3612, 1.1001, 1.4415], [1.6412, 0.2358, -2.8717], [0.6828, 1.2134, -1.7846]],
  "relative_energy_ev": 1.4650,
  "spin_multiplicity": 1
}



Record 4
{
  "formula": "C21H24AlBrClNO7S2",
  "method": "ωB97M-V/def2-TZVPD",
  "symbols": ["C", "H", "C", "C", "C", "C", "O", "H", "C", "H", "C", "H", "O", "O", "O", "H", "Al", "H", "H", "H", "C", "H", "H", "H", "C", "H", "C", "Cl", "O", "H", "C", "H", "O", "S", "H", "O", "C", "H", "C", "S", "C", "H", "C", "H", "C", "H", "C", "C", "Br", "H", "C", "H", "H", "C", "C", "N", "H", "H"],
  "xyz": [[6.3416, -2.9949, -1.5851], [-2.8646, 3.4525, 4.7589], [-1.0678, 1.3643, 4.9919], [-2.1490, 1.8869, -1.2926], [2.3600, -1.8616, -1.9934], [-0.9314, 2.7120, -1.7653], [-1.2098, -0.9258, -1.0056], [-0.0574, 2.0427, -1.8348], [-1.2183, -0.1496, 0.0747], [-0.4424, 3.9612, 4.4435], [4.0528, -3.4349, -1.4471], [0.6143, 2.8562, 3.5365], [-0.7471, -2.3700, -3.4814], [-1.1195, -3.7292, -1.7440], [2.2772, -5.2613, -2.1288], [-3.3867, 0.2323, -2.1025], [-0.1173, -2.0616, -1.6287], [-0.6995, 3.5020, -1.0553], [-4.1844, 2.3196, -0.5666], [-3.1148, 3.6424, -0.3343], [-1.4220, 2.1815, 3.7118], [-0.5063, 3.8984, 2.6776], [-3.6828, 3.2289, -1.9814], [-3.6232, 2.0777, 4.0033], [-1.3983, 1.3214, 2.4528], [4.5232, -0.2633, -2.4625], [-0.8372, -0.6864, 1.3083], [-1.4524, -3.6024, -3.1910], [-2.8083, -3.4722, -3.4495], [-3.0867, 3.4407, 3.0420], [5.3460, -3.9129, -1.3133], [-1.7628, 0.3992, -2.8372], [-0.9276, -4.6619, -3.9099], [2.4709, -4.2665, -1.1201], [6.9299, -1.0030, -2.1947], [2.2438, -4.4849, 0.2731], [-1.7186, 1.1699, 0.0227], [-0.5312, -0.4517, 3.3860], [-2.5854, 0.9433, -2.4041], [1.6107, -0.4396, -2.4417], [3.8105, -2.1571, -1.8599], [7.3718, -3.3086, -1.4411], [-0.3722, 3.3116, 3.5885], [-1.7652, 0.5336, 5.2423], [-1.7361, 1.8819, 1.2078], [-0.0556, 0.9118, 4.8711], [-2.8075, 2.8084, 3.8873], [6.1031, -1.6724, -1.9929], [-0.1576, -2.4404, 1.3035], [5.5339, -4.9189, -0.9545], [-3.3392, 2.8152, -1.0188], [-1.0367, 2.0844, 5.7975], [-2.0515, 2.9135, 1.1785], [-0.8577, 0.0311, 2.4854], [4.8040, -1.2629, -2.1517], [1.5828, -2.8751, -1.5879], [-1.1281, 3.1696, -2.7711], [-3.0159, 1.5742, -3.1961]],
  "spin_multiplicity": 1
}



| no. | orbital gap (Ha) | energy (eV) |
| --- | --- | --- |
| 1 | 0.2611 | -57014.235 |
| 2 | 0.2311 | -138589.011 |
| 3 | 0.3689 | -9910.777 |
| 4 | 0.2653 | -148818.361 |